C3H4N2S | ωB97M-V/def2-TZVPD

```
! RIJCOSX wB97M-V def2-TZVPD def2/J DEFGRID3
* xyz 2 1
C -0.0757 0.0904 -0.1593
N -0.1493 1.0363 -1.1852
H 1.0202 -1.3942 -1.4217
H -0.3574 0.2615 1.8621
C -0.5985 2.0395 -0.6617
N -0.4455 0.7017 1.0012
C 0.6232 -1.5510 -0.4015
S -1.1097 2.3905 0.8924
H 1.3678 -1.4629 0.4371
H -0.2751 -2.1116 -0.3633
*
```

## Properties
- Highest occupied orbital energy: -0.83126 Eh
- HOMO-LUMO gap: 8.2 eV
- Energy above the lowest of the compared OMol25 structures with the same formula, charge and spin: 0.644 eV
- LUMO: -14.400 eV

---

C3H4N2S3 | ωB97M-V/def2-TZVPD

```
! RIJCOSX wB97M-V def2-TZVPD def2/J DEFGRID3
* xyz 0 1
H 0.0391 -1.5842 0.7064
H -3.5171 -0.6337 -0.5086
C -0.3685 0.3772 0.0883
S 2.5934 -2.3024 -0.0407
S 1.5882 2.3896 0.0120
N -1.6222 0.3039 -0.0195
H -0.8550 2.4416 -0.0788
H 2.2457 -0.0035 -0.4706
S -2.4181 -1.1948 -0.0096
C 1.7782 -0.8764 -0.0500
C 0.0530 1.8109 0.0034
N 0.4835 -0.7281 0.3676
*
```

## Properties
- Highest occupied orbital energy: -0.32349 Eh
- HOMO-LUMO gap: 7.3 eV
- Energy above the lowest of the compared OMol25 structures with the same formula, charge and spin: 1.226 eV
- SMILES: S=CN/C(C=S)=N\S
- LUMO: -1.460 eV

---

C3H4N3 | ωB97M-V/def2-TZVPD

```
! RIJCOSX wB97M-V def2-TZVPD def2/J DEFGRID3
* xyz 1 1
N 0.0244 0.1854 0.2552
H -1.2122 0.4569 1.9710
H 0.3893 0.3341 -3.0506
H 0.6288 1.1068 2.1152
C -0.1084 0.3894 1.6250
C 0.2622 -0.0889 -2.0591
C 0.4198 0.6395 -0.8427
N -0.4608 -1.3170 -0.3958
H 0.3460 -0.4798 1.9454
N -0.2892 -1.2266 -1.5636
*
```

## Properties
- Highest occupied orbital energy (alpha / beta): -0.58144 / -0.57510 Eh
- HOMO-LUMO gap (alpha / beta): 7.0 / 6.6 eV
- Energy above the lowest of the compared OMol25 structures with the same formula, charge and spin: 4.996 eV
- SMILES: C[N+]1=C=CN=N1
- LUMO (alpha / beta): -8.829 / -9.092 eV

---

C3H4N3 | ωB97M-V/def2-TZVPD

```
! RIJCOSX wB97M-V def2-TZVPD def2/J DEFGRID3
* xyz 1 1
N -0.9362 -0.8170 -0.9675
H 1.8069 0.2367 0.6545
H -0.8014 1.5583 1.4883
C 0.0387 -0.3520 -0.2586
C -2.0232 -0.1114 -0.8414
N -1.0138 0.9201 0.6894
N -2.1146 0.5319 0.2414
H 1.7182 -1.4824 0.1923
C 1.4685 -0.4470 -0.0996
H 1.8569 -0.0372 -1.0987
*
```

## Properties
- Highest occupied orbital energy (alpha / beta): -0.58383 / -0.57133 Eh
- HOMO-LUMO gap (alpha / beta): 7.7 / 8.3 eV
- Energy above the lowest of the compared OMol25 structures with the same formula, charge and spin: 4.221 eV
- LUMO (alpha / beta): -8.175 / -7.209 eV

---

C3H4N3 | ωB97M-V/def2-TZVPD

```
! RIJCOSX wB97M-V def2-TZVPD def2/J DEFGRID3
* xyz 1 1
N 1.8929 0.4095 0.4787
C 0.4528 -0.8042 -0.5748
N 0.6713 0.9021 0.6211
H -2.0399 -0.4528 -0.5768
C -1.6313 0.2643 0.0781
H -2.0571 0.1423 1.0785
C 2.0231 -0.6509 -0.1255
N -0.2419 0.0889 0.0308
H 2.7306 -1.2690 -0.6148
H -1.8005 1.3699 -0.3954
*
```

## Properties
- Highest occupied orbital energy (alpha / beta): -0.61407 / -0.60366 Eh
- HOMO-LUMO gap (alpha / beta): 8.6 / 7.5 eV
- Energy above the lowest of the compared OMol25 structures with the same formula, charge and spin: 5.089 eV
- SMILES: C[N+]1=C=CN=N1
- LUMO (alpha / beta): -8.094 / -8.934 eV

---

C3H4N3 | ωB97M-V/def2-TZVPD

```
! RIJCOSX wB97M-V def2-TZVPD def2/J DEFGRID3
* xyz 1 1
H 0.3086 -1.0963 1.9914
C 0.2020 -0.1069 -2.5893
N 1.0211 -0.6684 -2.0193
H -0.1200 0.3876 -3.4711
C 0.5839 -0.2829 1.4126
N 0.9228 -0.2576 0.0151
N 1.6487 -0.8074 -0.9069
C -0.2436 0.1272 0.1831
H 0.9997 0.5864 1.8727
H -1.2677 0.1937 -0.1806
*
```

## Properties
- Highest occupied orbital energy: -0.53116 Eh
- HOMO-LUMO gap: 8.8 eV
- Energy above the lowest of the compared OMol25 structures with the same formula, charge and spin: 4.810 eV
- LUMO: -5.652 eV

---

C3H4N3 | ωB97M-V/def2-TZVPD

```
! RIJCOSX wB97M-V def2-TZVPD def2/J DEFGRID3
* xyz 1 1
H -1.2118 1.8402 0.2780
C -1.1727 -0.9064 0.2775
C -1.1194 0.8993 -0.2530
N 1.1606 0.3333 -0.6729
H 2.9326 -0.5340 -0.8287
N 2.1260 -0.3427 -0.2101
H -3.1967 -0.0334 -0.6608
H 2.0196 -1.0356 0.4512
C -2.0957 -0.2006 -0.3979
N -0.0015 0.1647 -0.3385
*
```

## Properties
- Highest occupied orbital energy: -0.55123 Eh
- HOMO-LUMO gap: 9.4 eV
- Energy above the lowest of the compared OMol25 structures with the same formula, charge and spin: 4.764 eV
- SMILES: [NH2+]=NN1C2=C[C@@H]21
- LUMO: -5.612 eV

---

C3H4N3O2 | ωB97M-V/def2-TZVPD

```
! RIJCOSX wB97M-V def2-TZVPD def2/J DEFGRID3
* xyz 1 1
O -1.6015 -1.9744 -0.1845
O 2.3280 -1.3391 1.2968
C 1.1517 0.4012 0.5583
H -2.7559 0.9844 -0.9413
H -0.5691 2.1764 -1.4864
N -1.8204 -0.8406 -0.4088
H 2.3395 -2.3047 1.3949
C -0.5912 1.2386 -0.8720
N 0.4335 1.1039 -0.2520
N 1.3727 -0.8634 0.4142
C -1.8545 0.2800 -0.8390
H 1.5671 1.1378 1.3198
*
```

## Properties
- Highest occupied orbital energy (alpha / beta): -0.53229 / -0.49639 Eh
- HOMO-LUMO gap (alpha / beta): 8.3 / 5.6 eV
- Energy above the lowest of the compared OMol25 structures with the same formula, charge and spin: 8.487 eV
- SMILES: O=[N+]=C/C=N\C=N\O
- LUMO (alpha / beta): -6.197 / -7.930 eV

---

C3H4N3OS2 | ωB97M-V/def2-TZVPD

```
! RIJCOSX wB97M-V def2-TZVPD def2/J DEFGRID3
* xyz -1 1
N 3.7344 -0.6954 -0.3957
N 0.2501 0.5698 1.0015
C 1.6625 0.6479 0.8959
H -1.3529 0.0204 -0.2853
O 3.1422 3.7857 -0.2715
S 2.6614 -0.8070 0.8351
S 5.1321 -1.4172 -0.4466
H -0.0174 0.1907 1.8998
H 0.1346 0.2122 -1.1186
C 2.7416 2.7208 0.0938
C -0.3285 -0.1339 -0.1184
N 2.1081 1.7040 0.1135
H -0.3062 -1.1875 -0.1666
*
```

## Properties
- Highest occupied orbital energy (alpha / beta): -0.09090 / -0.10067 Eh
- HOMO-LUMO gap (alpha / beta): 5.9 / 6.2 eV
- Energy above the lowest of the compared OMol25 structures with the same formula, charge and spin: 3.416 eV
- LUMO (alpha / beta): 3.438 / 3.432 eV

---

C3H4N4 | ωB97M-V/def2-TZVPD

```
! RIJCOSX wB97M-V def2-TZVPD def2/J DEFGRID3
* xyz 0 1
C -2.8637 -0.0062 1.0317
N -4.0532 -0.1804 1.1819
H 3.2254 -0.3102 -0.1720
N 0.5227 -0.0058 -0.0768
C 2.6559 -0.1238 -1.1446
H 3.2020 0.6281 -1.7926
H 2.5674 -1.1872 -1.7072
H -4.5118 0.1902 2.1070
C -1.6230 0.1107 0.9295
N 1.3846 0.4869 -0.8209
N -0.5065 0.3977 0.4638
*
```

## Properties
- Highest occupied orbital energy: -0.29482 Eh
- HOMO-LUMO gap: 7.1 eV
- Energy above the lowest of the compared OMol25 structures with the same formula, charge and spin: 7.271 eV
- SMILES: C/N=N/N=C=C=N
- LUMO: -0.910 eV

---

Max |F| (computed, eV/A): 5.02, 1.53, 6.05, 4.27, 5.95, 3.58, 3.51, 4.85, 3.10, 3.71